Entry 1:
83
Properties=species:S:1:pos:R:3 method="wB97M-V/def2-TZVPD" homo_energy_ev="-12.76 / -12.93" mol_weight_g_mol=735.52 gap_ev="4.978 / 6.507" charge=+2 e_tot_ev=-67282.551
Sn 0.07 -0.34 1.29
C -1.51 -0.38 5.68
C -0.79 -0.74 4.53
N -0.45 0.13 3.60
C -0.83 1.43 3.75
C -1.63 1.86 4.81
C -1.96 0.90 5.81
C -2.07 3.20 4.86
C -1.72 4.07 3.87
C -0.86 3.68 2.83
C -0.37 2.38 2.78
N 0.55 1.85 1.90
C 1.67 2.42 1.43
C 2.00 3.78 1.47
C 3.20 4.24 0.94
C 4.12 3.37 0.40
C 3.87 1.97 0.41
C 4.82 1.03 -0.03
C 4.55 -0.31 0.08
C 3.31 -0.69 0.60
N 2.40 0.17 1.00
C 2.66 1.50 0.91
H -1.73 -1.14 6.42
H -0.51 -1.77 4.35
H -2.56 1.20 6.66
H -2.70 3.52 5.68
H -2.09 5.09 3.88
H -0.61 4.38 2.05
H 1.33 4.50 1.91
H 3.41 5.30 0.96
H 5.06 3.74 0.00
H 5.77 1.38 -0.43
H 5.27 -1.06 -0.22
H 3.07 -1.74 0.69
C -0.58 -3.70 -2.64
C 0.10 -2.70 -1.70
C 1.17 -3.42 -0.87
C 0.70 -1.54 -2.48
C 1.73 -1.80 -3.38
C 2.31 -0.79 -4.12
C 1.85 0.51 -3.98
C 0.83 0.83 -3.09
C 0.33 2.26 -3.06
C 0.52 2.94 -1.71
C -1.11 2.40 -3.55
C 0.28 -0.21 -2.33
N -0.71 0.11 -1.35
C -1.98 -0.16 -1.62
C -2.48 -0.59 -2.88
C -3.83 -0.80 -3.07
C -4.74 -0.60 -2.03
C -4.29 -0.18 -0.77
C -2.96 0.03 -0.60
F -2.50 0.45 0.61
H -0.96 -4.56 -2.07
H 0.11 -4.08 -3.39
H -1.42 -3.25 -3.16
H -0.65 -2.33 -1.01
H 1.94 -3.85 -1.50
H 0.72 -4.22 -0.29
H 1.65 -2.73 -0.18
H 2.07 -2.82 -3.51
H 3.10 -1.02 -4.83
H 2.28 1.30 -4.59
H 0.96 2.80 -3.78
H -0.11 2.49 -0.95
H 0.27 4.00 -1.78
H 1.56 2.87 -1.40
H -1.83 2.03 -2.81
H -1.27 1.87 -4.48
H -1.34 3.46 -3.72
H -1.78 -0.72 -3.69
H -4.19 -1.11 -4.04
H -5.79 -0.76 -2.19
H -4.98 -0.01 0.05
N -2.09 -5.33 0.89
C -1.22 -4.74 1.71
N -0.24 -5.49 2.22
S -1.36 -3.08 2.06
H -2.10 -6.33 0.74
H -2.87 -4.79 0.55
H -0.20 -6.48 2.08
H 0.39 -5.07 2.89


Entry 2:
87
Properties=species:S:1:pos:R:3 method="wB97M-V/def2-TZVPD" homo_energy_ev=-12.89 mol_weight_g_mol=750.92 gap_ev=6.431 charge=+2 e_tot_ev=-106132.384
Sc 0.59 -0.50 -0.29
C -5.31 -1.30 2.60
C -4.07 -1.85 3.27
N -3.04 -2.35 2.30
C -3.14 -3.79 1.93
C -4.60 -4.30 1.81
C -1.97 -1.62 1.98
S -0.40 -2.29 1.54
N -2.16 -0.29 2.09
C -1.75 0.68 1.32
O -1.18 0.50 0.16
C -1.90 2.05 1.91
C -1.40 3.24 1.30
C -1.41 4.38 2.07
C -2.11 4.51 3.28
C -2.75 3.38 3.77
C -2.75 2.20 3.03
H -6.05 -1.06 3.39
H -5.78 -1.98 1.89
H -4.98 -0.35 2.12
H -4.29 -2.73 3.92
H -3.68 -1.15 4.02
H -2.69 -4.37 2.75
H -2.47 -4.01 1.09
H -5.04 -4.36 2.84
H -4.51 -5.29 1.30
H -5.24 -3.70 1.16
H -0.91 3.26 0.27
H -0.72 5.13 1.77
H -2.12 5.46 3.80
H -3.33 3.44 4.70
H -3.21 1.29 3.35
S -2.98 -6.56 -2.73
C -4.52 -6.68 -1.99
C -4.87 -5.57 -1.31
C -3.85 -4.56 -1.36
C -2.75 -4.92 -2.09
C -1.59 -4.09 -2.36
C -1.45 -2.89 -1.65
N -0.33 -2.13 -1.71
C 0.70 -2.51 -2.53
C 0.70 -3.71 -3.28
C 1.80 -4.12 -4.07
C 2.91 -3.31 -4.21
C 2.95 -2.07 -3.51
C 4.03 -1.18 -3.69
C 4.04 0.04 -3.00
C 3.06 0.29 -2.02
N 2.04 -0.61 -1.85
C 1.94 -1.76 -2.60
C 5.00 1.09 -3.17
C 5.91 1.12 -4.21
C 6.82 2.22 -4.11
C 6.61 3.01 -3.02
S 5.17 2.47 -2.13
C -0.49 -4.53 -3.14
H -5.12 -7.63 -2.01
H -5.83 -5.37 -0.82
H -3.89 -3.59 -0.89
H -2.26 -2.52 -1.07
H 1.77 -5.12 -4.47
H 3.76 -3.58 -4.87
H 4.87 -1.33 -4.40
H 2.99 1.32 -1.60
H 5.81 0.36 -5.00
H 7.64 2.28 -4.85
H 7.19 3.85 -2.54
H -0.55 -5.49 -3.66
C 1.86 4.94 3.24
C 2.88 5.42 2.24
C 2.43 6.65 1.44
C 3.47 4.31 1.31
N 2.60 3.32 0.69
C 2.24 2.05 1.00
N 1.56 1.53 -0.02
N 1.45 2.54 -0.95
N 2.09 3.59 -0.54
H 1.44 5.76 3.82
H 2.34 4.22 3.86
H 1.03 4.54 2.63
H 3.77 5.75 2.78
H 1.51 6.41 0.84
H 3.27 6.87 0.78
H 2.30 7.56 2.05
H 4.25 3.82 1.91
H 4.05 4.72 0.47
H 2.62 1.55 1.89


Entry 3:
89
Properties=species:S:1:pos:R:3 method="wB97M-V/def2-TZVPD" homo_energy_ev=-3.82 mol_weight_g_mol=806.60 gap_ev=4.202 charge=-1 e_tot_ev=-119109.317
C 1.90 -5.07 4.09
C 1.27 -4.20 3.17
P -0.53 -4.31 2.51
S -0.24 -2.21 1.77
C -0.77 -6.12 3.04
C -1.32 -6.39 4.49
C -1.08 -3.61 4.27
O -1.00 -2.15 4.41
C -1.89 -1.71 5.43
C -3.13 -0.97 4.80
O -4.26 -1.86 4.70
C -5.04 -1.51 3.56
C -6.20 -2.55 3.34
P -2.60 -4.15 1.67
O -3.76 -4.76 2.81
Cl -2.97 -5.48 0.08
P 0.46 -4.83 0.56
O -0.24 -3.91 -0.74
Cl 0.22 -6.92 0.07
H 1.89 -4.84 5.18
H 2.37 -6.04 3.78
H 1.88 -3.31 2.83
H -1.24 -1.92 0.86
H 0.12 -6.78 2.93
H -1.54 -6.55 2.35
H -0.57 -6.09 5.26
H -2.33 -5.98 4.69
H -1.40 -7.51 4.60
H -0.41 -3.94 5.10
H -2.14 -3.81 4.52
H -2.20 -2.51 6.14
H -1.35 -0.95 6.05
H -3.36 -0.10 5.47
H -2.87 -0.53 3.81
H -4.38 -1.53 2.66
H -5.51 -0.49 3.67
H -6.12 -3.00 2.32
H -7.21 -2.09 3.40
H -6.11 -3.36 4.09
H -4.01 -4.04 3.41
H 0.54 -3.53 -1.15
C 6.53 5.10 1.03
C 7.01 4.30 -0.01
C 6.18 3.35 -0.59
C 4.88 3.19 -0.14
C 4.41 3.96 0.92
C 5.23 4.93 1.50
C 3.03 3.76 1.45
O 2.62 4.44 2.37
C 2.18 2.71 0.85
C 0.92 2.47 1.37
C 0.11 1.49 0.80
C 0.56 0.76 -0.30
C 1.82 1.00 -0.82
C 2.64 1.96 -0.24
C 4.00 2.18 -0.78
O 4.40 1.54 -1.75
H 7.17 5.84 1.48
H 8.02 4.43 -0.36
H 6.56 2.74 -1.41
H 4.86 5.54 2.31
H 0.56 3.03 2.22
H -0.88 1.30 1.21
H -0.08 0.01 -0.74
H 2.17 0.42 -1.67
C 3.21 2.49 -5.15
C 2.67 2.67 -3.88
C 1.32 3.00 -3.74
C 0.52 3.15 -4.87
C 1.07 2.99 -6.14
C 2.42 2.65 -6.28
C 0.25 3.19 -7.35
O 0.73 3.05 -8.46
C -1.17 3.58 -7.19
C -1.95 3.84 -8.32
C -3.29 4.19 -8.18
C -3.85 4.29 -6.91
C -3.08 4.04 -5.78
C -1.74 3.70 -5.92
C -0.91 3.47 -4.71
O -1.41 3.56 -3.60
H 4.26 2.23 -5.26
H 3.29 2.56 -3.00
H 0.90 3.13 -2.75
H 2.85 2.51 -7.26
H -1.51 3.76 -9.31
H -3.89 4.39 -9.06
H -4.90 4.56 -6.80
H -3.52 4.12 -4.80


Entry 4:
85
Properties=species:S:1:pos:R:3 method="wB97M-V/def2-TZVPD" smiles="COC(=O)[C@@]1(Cc2ccc(F)cc2)[C@H]2c3cc(C(=O)N(C)C)n(Cc4ccc(OC)c(OC)c4)c3C[C@H]2CN1C(=O)c1ccccc1" homo_energy_ev=-7.93 mol_weight_g_mol=639.72 gap_ev=8.488 e_tot_ev=-58459.266
C 2.84 -1.66 1.96
H 2.96 -0.60 2.21
H 3.52 -1.94 1.16
H 3.01 -2.26 2.85
O 1.53 -1.89 1.46
C 0.54 -1.80 2.35
O 0.70 -1.53 3.51
C -0.83 -2.01 1.69
N -0.75 -3.05 0.68
C -0.09 -4.19 0.97
O 0.41 -4.38 2.07
C 0.00 -5.21 -0.12
C -1.12 -5.73 -0.74
C -0.99 -6.72 -1.70
C 0.27 -7.19 -2.04
C 1.39 -6.68 -1.41
C 1.26 -5.70 -0.45
H 2.13 -5.31 0.07
H 2.37 -7.06 -1.67
H 0.37 -7.96 -2.79
H -1.87 -7.12 -2.18
H -2.10 -5.37 -0.47
C -1.31 -2.64 -0.59
C -1.18 -1.12 -0.59
H -2.00 -0.67 -1.14
C 0.17 -0.60 -1.16
C 0.57 0.39 -0.13
C -0.21 0.36 1.00
C 0.32 1.29 1.91
C 1.41 1.86 1.27
N 1.57 1.28 0.04
C 2.52 1.66 -0.97
C 1.94 2.74 -1.85
C 1.58 2.50 -3.17
C 1.01 3.50 -3.93
C 0.77 4.77 -3.41
C 1.14 5.03 -2.08
C 1.72 4.01 -1.33
H 2.00 4.24 -0.32
O 0.99 6.19 -1.38
C 0.62 7.39 -2.03
H -0.39 7.35 -2.42
H 0.69 8.16 -1.26
H 1.31 7.63 -2.85
O 0.18 5.78 -4.13
C -0.15 5.54 -5.48
H 0.73 5.28 -6.07
H -0.57 6.48 -5.84
H -0.90 4.75 -5.58
H 0.74 3.28 -4.95
H 1.75 1.53 -3.61
H 3.43 2.02 -0.47
H 2.77 0.78 -1.57
C 2.43 2.77 1.82
O 3.63 2.54 1.65
N 2.01 3.83 2.54
C 0.64 4.28 2.63
H 0.03 3.79 1.88
H 0.23 4.09 3.62
H 0.61 5.36 2.45
C 2.98 4.66 3.22
H 2.99 5.66 2.80
H 2.74 4.72 4.29
H 3.96 4.20 3.10
H -0.01 1.48 2.91
C -1.23 -0.73 0.91
H -2.23 -0.41 1.20
H 0.04 -0.16 -2.16
H 0.91 -1.40 -1.23
H -0.78 -3.12 -1.41
H -2.37 -2.93 -0.64
C -1.84 -2.37 2.81
C -3.15 -2.84 2.25
C -4.21 -1.96 2.06
C -5.39 -2.39 1.49
C -5.51 -3.72 1.11
C -4.48 -4.62 1.31
C -3.31 -4.17 1.89
H -2.50 -4.87 2.07
H -4.61 -5.65 1.03
F -6.66 -4.14 0.54
H -6.22 -1.72 1.34
H -4.12 -0.93 2.38
H -1.96 -1.50 3.45
H -1.38 -3.16 3.40


Entry 5:
87
Properties=species:S:1:pos:R:3 method="wB97M-V/def2-TZVPD" homo_energy_ev="-7.11 / -7.11" mol_weight_g_mol=895.81 gap_ev="6.360 / 6.362" e_tot_ev=-86912.150
Pt 0.70 0.33 -0.74
C -2.83 -1.41 1.14
N -1.74 -0.68 0.50
P -0.60 0.27 1.36
C -1.44 1.81 1.83
C -2.73 2.11 1.41
C -3.30 3.33 1.74
C -2.58 4.26 2.47
C -1.29 3.97 2.88
C -0.71 2.75 2.56
C -0.51 -0.63 2.94
C -1.13 -0.20 4.11
C -1.06 -0.96 5.27
C -0.37 -2.16 5.27
C 0.24 -2.61 4.11
C 0.18 -1.85 2.95
P -1.09 -1.05 -1.01
C -0.88 -2.84 -1.08
C -1.96 -3.69 -1.32
C -1.78 -5.06 -1.29
C -0.52 -5.59 -1.04
C 0.56 -4.75 -0.83
C 0.39 -3.38 -0.85
C -2.34 -0.68 -2.25
C -3.52 -0.03 -1.95
C -4.42 0.28 -2.96
C -4.12 -0.05 -4.27
C -2.93 -0.70 -4.58
C -2.04 -1.02 -3.57
H -3.34 -0.76 1.86
H -2.47 -2.29 1.67
H -3.56 -1.72 0.39
H -3.28 1.40 0.82
H -4.31 3.56 1.41
H -3.03 5.22 2.72
H -0.72 4.69 3.45
H 0.30 2.54 2.88
H -1.67 0.74 4.12
H -1.54 -0.61 6.17
H -0.31 -2.75 6.17
H 0.78 -3.55 4.10
H 0.64 -2.21 2.05
H -2.94 -3.27 -1.54
H -2.62 -5.72 -1.47
H -0.38 -6.67 -1.03
H 1.55 -5.17 -0.66
H 1.23 -2.71 -0.72
H -3.75 0.24 -0.93
H -5.34 0.79 -2.72
H -4.82 0.20 -5.07
H -2.69 -0.95 -5.60
H -1.10 -1.49 -3.81
C -2.12 3.24 -2.25
C -1.03 2.18 -2.22
O -0.60 1.67 -3.23
O -0.64 1.91 -1.00
H -1.96 3.89 -3.11
H -2.15 3.80 -1.33
H -3.07 2.73 -2.39
C 3.24 1.97 -3.98
C 3.39 2.00 -2.49
C 4.61 1.77 -1.88
C 4.73 1.74 -0.49
C 3.61 1.96 0.29
C 2.37 2.24 -0.30
C 2.28 2.27 -1.68
S 3.70 1.69 2.03
O 5.07 1.78 2.44
O 2.68 2.48 2.65
N 3.25 0.13 2.22
C 4.14 -0.95 1.78
C 3.48 -1.83 0.73
C 3.48 -1.15 -0.64
O 4.54 -1.00 -1.20
O 2.32 -0.88 -1.18
H 4.18 1.75 -4.47
H 2.86 2.92 -4.36
H 2.51 1.20 -4.26
H 5.48 1.55 -2.49
H 5.68 1.53 -0.02
H 1.52 2.52 0.32
H 1.34 2.53 -2.15
H 2.27 0.01 1.95
H 4.44 -1.54 2.65
H 5.05 -0.53 1.35
H 2.48 -2.11 1.02
H 4.07 -2.74 0.62